{"formula": "C67H60GeN4O3P2SV", "method": "ωB97M-V/def2-TZVPD", "species": ["V", "C", "C", "N", "C", "S", "N", "N", "C", "C", "C", "C", "C", "C", "C", "N", "H", "H", "H", "H", "H", "H", "H", "H", "H", "H", "H", "H", "H", "O", "C", "C", "C", "C", "C", "C", "P", "C", "C", "C", "C", "C", "C", "C", "C", "C", "C", "C", "C", "C", "C", "C", "C", "C", "C", "P", "C", "C", "C", "C", "C", "C", "C", "C", "C", "C", "C", "C", "H", "H", "H", "H", "H", "H", "H", "H", "H", "H", "H", "H", "H", "H", "H", "H", "H", "H", "H", "H", "H", "H", "H", "H", "H", "H", "H", "H", "O", "C", "O", "C", "C", "Ge", "C", "C", "C", "C", "C", "C", "C", "C", "C", "C", "C", "C", "C", "C", "C", "C", "C", "C", "H", "H", "H", "H", "H", "H", "H", "H", "H", "H", "H", "H", "H", "H", "H", "H", "H", "H", "H"], "positions_angstrom": [[-1.07945, 0.90003, -0.38947], [-2.38687, 1.61609, 5.80251], [-1.09980, 1.23416, 5.08524], [-1.26805, 0.11781, 4.16614], [-1.80788, 0.23888, 2.91710], [-2.20612, -1.15662, 2.03028], [-1.94605, 1.50698, 2.53435], [-2.18075, 1.67891, 1.19597], [-2.75126, 2.80237, 0.88042], [-3.26990, 3.77410, 1.88823], [-2.89281, 3.05926, -0.56272], [-3.60667, 4.13906, -1.06315], [-3.80501, 4.24987, -2.42785], [-3.27863, 3.28546, -3.27081], [-2.53909, 2.27276, -2.70783], [-2.32769, 2.15120, -1.38667], [-2.20867, 2.42182, 6.52056], [-2.79727, 0.76077, 6.34531], [-3.13559, 1.95195, 5.08192], [-0.32848, 0.95506, 5.80408], [-0.72672, 2.07971, 4.51311], [-1.34392, -0.80930, 4.54825], [-3.31039, 3.30323, 2.86085], [-4.26548, 4.13407, 1.61357], [-2.60647, 4.64471, 1.96005], [-4.00552, 4.87717, -0.37866], [-4.37232, 5.08176, -2.83187], [-3.42027, 3.32112, -4.34436], [-2.08538, 1.50786, -3.32748], [-0.12854, -1.04818, -3.45630], [1.03778, -0.65448, -4.09942], [1.63872, -1.28749, -5.18958], [2.81539, -0.79045, -5.73353], [3.42263, 0.33191, -5.20900], [2.82664, 0.95441, -4.12521], [1.64213, 0.49286, -3.55664], [0.90485, 1.43798, -2.14541], [0.36544, 2.97526, -3.02996], [0.27034, 3.06127, -4.41585], [-0.16783, 4.23343, -5.02878], [-0.51071, 5.33508, -4.26074], [-0.42294, 5.26057, -2.87288], [0.00431, 4.09120, -2.26109], [2.47974, 2.02288, -1.37244], [3.00599, 3.30645, -1.49023], [4.24191, 3.62093, -0.93390], [4.97580, 2.65427, -0.26230], [4.46923, 1.36442, -0.15688], [3.23176, 1.05051, -0.70899], [-1.10292, -1.96650, -3.81105], [-0.95831, -2.95379, -4.79162], [-2.01341, -3.78794, -5.12141], [-3.22445, -3.68267, -4.46363], [-3.32492, -2.77732, -3.42823], [-2.28768, -1.91280, -3.06376], [-2.54570, -0.98937, -1.44237], [-4.23015, -0.28244, -1.65195], [-4.88293, -0.07427, -2.86152], [-6.12521, 0.55409, -2.89316], [-6.72195, 0.98531, -1.71576], [-6.07142, 0.78866, -0.50164], [-4.83292, 0.16476, -0.47001], [-2.90734, -2.53739, -0.50336], [-1.80901, -3.35592, -0.25120], [-1.96296, -4.57380, 0.39055], [-3.23040, -4.99240, 0.78694], [-4.32602, -4.18244, 0.53632], [-4.16620, -2.95741, -0.10654], [1.24147, -2.15939, -5.65083], [3.25294, -1.30992, -6.57753], [4.34207, 0.72049, -5.62990], [3.29647, 1.83533, -3.70776], [0.53847, 2.21148, -5.03259], [-0.23258, 4.28172, -6.11023], [-0.84588, 6.24878, -4.73825], [-0.69095, 6.11746, -2.26406], [0.06226, 4.03489, -1.17731], [2.46440, 4.07903, -2.01765], [4.63036, 4.62855, -1.03370], [5.93944, 2.90093, 0.17104], [5.03092, 0.60523, 0.36602], [2.84841, 0.03354, -0.62580], [-0.03264, -3.13974, -5.28224], [-1.86605, -4.53243, -5.89562], [-4.05820, -4.32618, -4.71401], [-4.24010, -2.75437, -2.85043], [-4.42712, -0.39469, -3.79107], [-6.62354, 0.70758, -3.84389], [-7.68890, 1.47498, -1.74239], [-6.52718, 1.12304, 0.42393], [-4.31986, 0.01500, 0.47870], [-0.81994, -3.01773, -0.54265], [-1.09450, -5.19126, 0.59304], [-3.35812, -5.93782, 1.30083], [-5.31620, -4.49942, 0.84213], [-5.03309, -2.33582, -0.28281], [0.24770, 2.31293, 0.49408], [0.80620, 1.36331, 1.16077], [0.56745, 0.16558, 0.83342], [1.63704, 1.66267, 2.36190], [1.76186, 0.45600, 3.29281], [2.75053, -1.18167, 2.95438], [4.47222, -0.98844, 3.86662], [4.90344, 0.25105, 4.34613], [6.15179, 0.40469, 4.94376], [6.99607, -0.68784, 5.07401], [6.58823, -1.93422, 4.60841], [5.34201, -2.08074, 4.00803], [1.68350, -2.52624, 3.87559], [2.14867, -3.26210, 4.96845], [1.33880, -4.21695, 5.57962], [0.05297, -4.44920, 5.10829], [-0.42879, -3.71698, 4.02791], [0.37771, -2.76079, 3.42011], [3.19082, -1.91365, 1.20025], [4.51765, -1.99635, 0.77289], [4.84932, -2.56045, -0.45797], [3.85265, -3.07003, -1.27471], [2.52677, -3.01756, -0.85751], [2.19276, -2.43721, 0.36129], [1.10977, 2.46857, 2.87458], [2.59585, 2.07267, 2.02514], [0.75267, 0.09693, 3.51329], [2.20258, 0.77658, 4.23998], [4.26080, 1.12073, 4.25386], [6.46210, 1.37666, 5.30781], [7.96943, -0.57029, 5.53495], [7.24519, -2.79052, 4.70718], [5.04455, -3.06158, 3.64438], [3.14530, -3.08935, 5.35915], [1.71344, -4.77794, 6.42759], [-0.57340, -5.19544, 5.58396], [-1.43168, -3.88615, 3.65231], [-0.03528, -2.18907, 2.58649], [5.31693, -1.62182, 1.40356], [5.88727, -2.60484, -0.77031], [4.10556, -3.51544, -2.22914], [1.75543, -3.43586, -1.48988], [1.14757, -2.38834, 0.65710]], "atomic_forces_ev_per_a": [[1.5, -1.0, 0.0], [-0.1, 0.0, 0.0], [0.0, -0.2, -0.1], [-0.5, -0.1, 0.1], [0.2, 0.4, 0.1], [-0.3, 0.3, 0.0], [0.0, -0.1, -0.7], [-0.7, 0.6, 1.0], [-0.1, -0.2, -0.2], [0.0, 0.3, -0.2], [0.0, -0.2, 0.4], [-0.1, 0.3, -0.1], [-0.1, 0.2, 0.1], [0.0, 0.0, -0.2], [0.1, -0.3, 0.3], [-0.7, 0.9, -0.7], [0.0, 0.0, -0.1], [0.0, 0.0, 0.0], [0.0, 0.0, 0.0], [0.0, -0.1, 0.0], [0.0, 0.0, 0.0], [0.0, -0.1, 0.1], [0.0, -0.1, 0.1], [0.1, 0.0, 0.0], [-0.1, -0.1, 0.0], [0.0, -0.1, -0.1], [0.0, -0.1, 0.0], [0.0, 0.0, 0.1], [0.0, 0.0, 0.0], [0.1, 0.0, 0.0], [-0.3, -0.2, 0.1], [0.1, 0.3, 0.1], [0.0, -0.1, 0.0], [0.0, 0.1, 0.1], [0.1, 0.0, 0.0], [-0.1, -0.1, 0.1], [0.2, 0.3, -0.5], [0.1, 0.0, 0.1], [0.0, 0.0, -0.1], [0.0, 0.0, 0.1], [0.0, 0.0, 0.1], [0.0, -0.1, 0.0], [0.0, -0.1, 0.0], [0.1, -0.3, -0.1], [0.0, 0.1, 0.1], [0.0, 0.0, 0.0], [0.0, 0.0, 0.0], [-0.2, 0.1, 0.0], [0.0, -0.1, 0.0], [0.4, 0.1, 0.0], [-0.2, 0.1, 0.2], [0.0, 0.0, 0.0], [0.0, 0.0, 0.0], [-0.1, 0.1, 0.1], [-0.2, 0.2, 0.1], [-0.3, -0.8, -0.5], [0.1, 0.1, 0.2], [0.0, 0.0, 0.0], [0.0, 0.0, 0.1], [0.1, 0.0, 0.0], [0.0, 0.0, 0.0], [0.0, 0.1, 0.0], [0.2, 0.1, -0.1], [0.0, -0.1, 0.1], [0.0, 0.0, 0.0], [0.1, 0.1, 0.0], [0.0, 0.1, 0.0], [-0.1, -0.1, 0.0], [-0.2, -0.2, -0.1], [0.0, 0.0, 0.0], [-0.1, 0.0, 0.0], [0.0, 0.0, 0.0], [0.0, 0.0, 0.0], [0.0, 0.0, 0.1], [0.0, 0.0, 0.0], [0.0, -0.1, 0.0], [0.0, 0.0, -0.1], [0.0, 0.0, 0.0], [0.0, -0.1, 0.0], [-0.1, 0.0, 0.0], [0.0, -0.1, 0.0], [0.1, 0.2, 0.0], [0.2, 0.1, -0.1], [0.0, 0.0, 0.1], [0.0, 0.0, 0.0], [0.0, 0.0, 0.0], [0.0, 0.0, 0.0], [0.0, 0.0, 0.0], [0.0, 0.0, 0.0], [0.0, 0.0, -0.1], [0.0, 0.0, -0.1], [0.1, 0.0, 0.0], [0.0, 0.0, 0.0], [0.0, 0.0, 0.0], [0.0, 0.0, 0.0], [0.0, 0.0, 0.0], [0.5, -0.4, 0.5], [-0.7, 0.1, -0.6], [-0.1, 0.3, 0.0], [0.3, -0.1, 0.2], [-0.1, 0.4, -0.1], [0.2, -0.2, 0.1], [0.4, -0.1, 0.1], [0.0, -0.1, 0.0], [-0.1, -0.1, 0.0], [-0.1, -0.1, 0.0], [-0.1, 0.0, 0.0], [0.0, 0.2, 0.1], [-0.2, -0.3, 0.1], [-0.2, 0.0, -0.1], [0.0, 0.1, 0.0], [0.1, 0.1, -0.1], [0.1, 0.0, 0.0], [0.3, -0.1, 0.0], [-0.1, 0.0, -0.5], [-0.1, -0.1, -0.1], [0.0, 0.0, 0.1], [0.0, 0.0, 0.0], [0.0, 0.1, 0.1], [0.2, 0.0, 0.0], [0.1, 0.1, 0.0], [0.0, 0.0, 0.0], [0.3, 0.1, 0.0], [-0.2, 0.1, 0.1], [0.0, 0.0, 0.0], [0.0, 0.0, 0.0], [0.0, 0.0, 0.0], [0.0, 0.0, 0.0], [0.0, 0.1, 0.0], [0.0, 0.0, 0.0], [0.0, 0.0, 0.0], [0.0, 0.0, 0.0], [0.0, 0.1, 0.0], [0.1, -0.1, 0.2], [-0.1, 0.0, 0.0], [-0.1, 0.0, 0.0], [0.0, 0.0, 0.0], [-0.1, 0.0, 0.0], [0.2, 0.0, 0.0]], "mulliken_charge": [0.935, -1.358, -0.220, 0.036, -0.414, 0.115, -1.286, 1.593, 0.625, -1.634, -0.133, -0.779, -1.223, -0.993, -0.360, 1.820, 0.411, 0.346, 0.219, 0.509, 0.063, 0.272, 0.164, 0.501, 0.276, 0.522, 0.450, 0.571, 0.102, 1.303, 0.244, -0.902, -0.975, -1.106, 0.012, -0.003, 3.041, 0.088, -0.732, -0.807, -0.819, -0.806, -0.542, 0.305, -0.273, -1.019, -0.836, -0.167, -0.111, 0.014, -0.994, -0.925, -1.212, -0.130, 0.337, 1.491, 0.336, -0.618, -0.850, -0.816, -0.935, -0.393, 0.740, -0.392, -0.485, -0.703, -0.815, -0.120, 0.235, 0.409, 0.464, 0.584, 0.362, 0.416, 0.404, 0.464, 0.488, 0.376, 0.395, 0.419, 0.386, -0.187, 0.539, 0.409, 0.469, 0.535, 0.387, 0.419, 0.407, 0.478, 0.386, 0.084, 0.431, 0.408, 0.414, 0.369, -0.615, 0.730, -0.737, -1.588, 0.526, 2.752, -0.147, -0.413, -0.754, -0.512, -0.868, -0.352, -0.368, -0.421, -0.665, -0.743, -0.719, 0.295, 0.273, -0.033, -0.812, -0.711, -0.477, -0.022, 0.521, 0.225, -1.794, 1.059, 0.222, 0.408, 0.377, 0.403, 0.518, 0.353, 0.423, 0.383, 0.531, -0.200, 0.407, 0.415, 0.393, 0.577, -0.344], "relative_energy_kj_mol": 94.2, "s_squared": 3.7640, "e_tot_ha": -7135.812419, "multiplicity": 4, "e_homo_ev": [-6.689, -6.963]}